Entry 1:
{
  "formula": "C27H28N7PbS2",
  "method": "ωB97M-V with the def2-TZVPD basis set",
  "symbols": ["Pb", "C", "C", "N", "C", "C", "C", "C", "C", "C", "C", "N", "C", "C", "C", "C", "C", "C", "C", "C", "N", "C", "H", "H", "H", "H", "H", "H", "H", "H", "H", "H", "H", "H", "C", "C", "S", "C", "C", "S", "H", "H", "H", "H", "H", "H", "C", "C", "C", "C", "N", "C", "N", "N", "N", "H", "H", "H", "H", "H", "H", "H", "H", "H", "H"],
  "positions_angstrom": [[-0.9657, -0.5157, 0.6943], [0.4958, -1.6104, 5.1484], [-0.2444, -1.6363, 3.9542], [0.2666, -1.3017, 2.7933], [1.5661, -0.9051, 2.7156], [2.3732, -0.8105, 3.8690], [1.7939, -1.1884, 5.1006], [3.7036, -0.3451, 3.7582], [4.1751, 0.0255, 2.5316], [3.3763, -0.0783, 1.3757], [2.0903, -0.5674, 1.4236], [1.2424, -0.6933, 0.3281], [1.6819, -1.1627, -0.8855], [2.9096, -1.7465, -1.1514], [3.2445, -2.2272, -2.4300], [2.3800, -2.1452, -3.4866], [1.1005, -1.5868, -3.2660], [0.1226, -1.4874, -4.2814], [-1.1162, -0.9793, -4.0031], [-1.3943, -0.5814, -2.6858], [-0.5003, -0.6510, -1.7262], [0.7505, -1.1180, -1.9806], [0.0287, -1.9059, 6.0766], [-1.2838, -1.9461, 3.9547], [2.3934, -1.1335, 6.0008], [4.3208, -0.2747, 4.6437], [5.1819, 0.4089, 2.4321], [3.7924, 0.2489, 0.4322], [3.6385, -1.8553, -0.3620], [4.2234, -2.6669, -2.5708], [2.6524, -2.4975, -4.4720], [0.3698, -1.8235, -5.2810], [-1.8780, -0.8916, -4.7643], [-2.3670, -0.1893, -2.4115], [-3.3094, 3.7935, 1.2725], [-2.8687, 2.9101, 0.1459], [-3.6755, 1.6048, -0.3531], [-1.6256, 3.3693, -0.5299], [-1.7418, 4.6711, -1.2606], [-0.2522, 2.5313, -0.3904], [-4.0783, 3.3013, 1.8621], [-3.7271, 4.7160, 0.8576], [-2.4635, 4.0742, 1.9024], [-2.7451, 4.8173, -1.6613], [-1.0059, 4.7187, -2.0596], [-1.5313, 5.4855, -0.5617], [-2.7758, -6.9776, -1.3553], [-1.3371, -6.8255, -1.8357], [-1.2437, -5.8918, -3.0385], [-0.4046, -6.3936, -0.7031], [-0.7661, -5.0964, -0.1332], [-0.4938, -3.8635, -0.5558], [-1.0725, -3.0199, 0.2682], [-1.6840, -3.7611, 1.2130], [-1.5210, -5.0030, 0.9711], [-3.4004, -7.3742, -2.1549], [-3.1969, -6.0159, -1.0546], [-2.8459, -7.6526, -0.5021], [-0.9637, -7.8088, -2.1370], [-1.6604, -4.9071, -2.8107], [-1.8175, -6.2924, -3.8734], [-0.2122, -5.7627, -3.3737], [0.6257, -6.3162, -1.0511], [-0.4383, -7.0968, 0.1269], [0.1151, -3.6221, -1.4113]],
  "gap_ev": 6.35,
  "e_above_lowest_kj_mol": 5.0,
  "charge": 1,
  "multiplicity": 1,
  "molar_mass_g_mol": 721.90,
  "lumo_energy_ev": -3.320
}

***

Entry 2:
{
  "formula": "C27H29CdN9O5PS4",
  "method": "ωB97M-V with the def2-TZVPD basis set",
  "symbols": ["Cd", "C", "C", "O", "P", "S", "S", "O", "C", "C", "H", "H", "H", "H", "H", "H", "H", "H", "H", "H", "N", "C", "C", "C", "C", "C", "C", "S", "O", "O", "N", "C", "N", "C", "C", "C", "N", "H", "H", "H", "H", "H", "H", "H", "H", "H", "N", "C", "C", "C", "C", "C", "N", "C", "H", "H", "H", "H", "N", "C", "S", "C", "C", "C", "N", "C", "C", "H", "H", "H", "H", "H", "H", "O", "C", "N"],
  "positions_angstrom": [[0.3890, 0.3267, -0.5306], [-4.8382, -0.8642, -3.7458], [-4.1949, 0.1278, -2.7869], [-3.1228, -0.5113, -2.1257], [-2.8789, -0.2089, -0.5131], [-3.1386, 1.7077, -0.1919], [-1.3776, -1.4992, -0.1737], [-4.2150, -0.9272, 0.1184], [-4.3386, -2.3338, 0.0102], [-5.8062, -2.7301, -0.0767], [-5.7027, -0.4135, -4.2255], [-5.1558, -1.7509, -3.2015], [-4.1203, -1.1583, -4.5088], [-4.9219, 0.4908, -2.0490], [-3.8092, 0.9920, -3.3391], [-3.8688, -2.7954, 0.8854], [-3.7988, -2.6690, -0.8826], [-6.3346, -2.4457, 0.8293], [-5.8807, -3.8069, -0.2150], [-6.2864, -2.2377, -0.9183], [4.4692, 0.9997, 5.5526], [3.3207, 1.1507, 4.7864], [2.9384, 2.3978, 4.2873], [1.7698, 2.5310, 3.5596], [0.9715, 1.4252, 3.3454], [1.3241, 0.1883, 3.8483], [2.4971, 0.0463, 4.5598], [-0.4910, 1.6113, 2.3287], [-1.1323, 0.3191, 2.3024], [-1.2585, 2.7042, 2.8735], [0.0969, 1.8766, 0.8460], [-0.0092, 3.0213, 0.1877], [0.0841, 4.1986, 0.8271], [-0.0995, 5.2839, 0.1113], [-0.3774, 5.2630, -1.2465], [-0.3779, 4.0042, -1.8356], [-0.1714, 2.9018, -1.1547], [5.1294, 1.7583, 5.4671], [4.9081, 0.0914, 5.4620], [3.5784, 3.2551, 4.4597], [1.4563, 3.4728, 3.1357], [0.6748, -0.6480, 3.6483], [2.8102, -0.9222, 4.9201], [-0.0135, 6.2195, 0.6582], [-0.5539, 6.1644, -1.8130], [-0.5607, 3.8910, -2.9011], [-2.7733, 1.4972, -6.6899], [-2.1740, 0.8542, -5.9399], [-1.4697, 0.0369, -5.0522], [-1.2213, -1.3151, -5.3703], [-0.5605, -2.0927, -4.4449], [-0.1609, -1.5226, -3.2409], [-0.3869, -0.2432, -2.9375], [-1.0114, 0.5122, -3.8070], [-1.5572, -1.7189, -6.3180], [-0.3648, -3.1385, -4.6451], [0.3401, -2.1047, -2.4774], [-1.1779, 1.5417, -3.5190], [5.0114, -4.3894, 3.0255], [4.9467, -2.9957, 3.0668], [6.0112, -2.2010, 4.0993], [3.9550, -2.3278, 2.3019], [2.8176, -2.9831, 1.7675], [1.8826, -2.2603, 1.0649], [1.9641, -0.9453, 0.8407], [3.0441, -0.3173, 1.3225], [4.0380, -0.9428, 2.0321], [5.8587, -4.7390, 3.4522], [4.8158, -4.7935, 2.1203], [2.6620, -4.0393, 1.9525], [0.9990, -2.7475, 0.6660], [3.0895, 0.7458, 1.1195], [4.8994, -0.3949, 2.3857], [3.8530, 1.0969, -3.2069], [2.9699, 0.8519, -2.4500], [2.1170, 0.5774, -1.6941]],
  "gap_ev": [4.28, 6.71],
  "s2": 0.765,
  "e_above_lowest_kj_mol": 140.8,
  "charge": -2,
  "multiplicity": 2,
  "molar_mass_g_mol": 831.24,
  "lumo_energy_ev": [3.867, 3.867]
}

***

Entry 3:
{
  "formula": "C27H29N9STc",
  "method": "ωB97M-V with the def2-TZVPD basis set",
  "symbols": ["Tc", "C", "C", "N", "C", "C", "N", "C", "C", "N", "C", "C", "N", "C", "C", "C", "C", "C", "C", "C", "N", "H", "H", "H", "H", "H", "H", "H", "H", "H", "H", "H", "H", "H", "H", "H", "H", "H", "H", "H", "H", "H", "H", "H", "S", "N", "C", "C", "C", "C", "C", "N", "C", "C", "N", "C", "C", "C", "C", "C", "N", "H", "H", "H", "H", "H", "H"],
  "positions_angstrom": [[0.2462, 0.3536, -0.2875], [1.5492, 3.4960, 2.5848], [1.3157, 2.2697, 1.7761], [0.4427, 2.1851, 0.8257], [-0.3496, 3.3879, 0.4852], [-1.4978, 2.9000, -0.3499], [-0.9799, 1.8844, -1.3116], [-0.2637, 2.4788, -2.4979], [1.2372, 2.4202, -2.3169], [1.5760, 1.0336, -1.8836], [1.6490, 0.0364, -3.0133], [1.4306, -1.3942, -2.4670], [1.3994, -1.2483, -0.9991], [2.3187, -1.7754, -0.2612], [3.2176, -2.8877, -0.6651], [2.5335, -1.0349, 0.9907], [3.4264, -1.3649, 1.9949], [3.6443, -0.4517, 3.0193], [2.9944, 0.7770, 2.9855], [2.0996, 1.0347, 1.9640], [1.8553, 0.1321, 0.9954], [1.9006, 4.3059, 1.9358], [2.2892, 3.3531, 3.3652], [0.6222, 3.8454, 3.0470], [0.2905, 4.1095, -0.0256], [-0.7306, 3.8869, 1.3760], [-1.9872, 3.7199, -0.8740], [-2.2486, 2.4125, 0.2733], [-1.8045, 1.4097, -1.6622], [-0.6068, 3.5001, -2.6598], [-0.5591, 1.9202, -3.3827], [1.5729, 3.1019, -1.5390], [1.7655, 2.6914, -3.2321], [2.5084, 1.0605, -1.4754], [2.6098, 0.1379, -3.5157], [0.8898, 0.2806, -3.7494], [2.2325, -2.0567, -2.7749], [0.4989, -1.8229, -2.8145], [2.7557, -3.5487, -1.3940], [3.5027, -3.4831, 0.2024], [4.1463, -2.4873, -1.0910], [3.9676, -2.3016, 1.9736], [4.3351, -0.6837, 3.8214], [3.1865, 1.5129, 3.7558], [-5.6984, -4.1597, 1.1500], [-5.0902, -3.6976, -0.2614], [-4.0817, -2.8904, 0.0295], [-3.2376, -2.2207, -0.9372], [-3.4152, -2.3277, -2.3195], [-2.5797, -1.6138, -3.1565], [-1.5805, -0.8341, -2.6032], [-1.3762, -0.7216, -1.2754], [-2.2081, -1.4141, -0.4482], [-2.0003, -1.2297, 0.9677], [-0.9657, -0.4096, 1.3208], [-0.7721, -0.2046, 2.6338], [-1.5563, -0.7760, 3.6226], [-2.5899, -1.6140, 3.2633], [-2.8221, -1.8485, 1.9038], [-3.8825, -2.7049, 1.4133], [-4.7391, -3.3737, 2.1693], [-4.2138, -2.9512, -2.7084], [-2.6947, -1.6487, -4.2326], [-0.9387, -0.2570, -3.2504], [0.0315, 0.4467, 2.9252], [-1.3467, -0.5562, 4.6610], [-3.2242, -2.0895, 4.0035]],
  "gap_ev": [6.04, 5.11],
  "s2": 0.761,
  "charge": 4,
  "multiplicity": 2,
  "molar_mass_g_mol": 609.66,
  "lumo_energy_ev": [-13.376, -14.316]
}

***

Entry 4:
{
  "formula": "C27H29O3S",
  "method": "ωB97M-V with the def2-TZVPD basis set",
  "symbols": ["C", "O", "C", "C", "C", "C", "C", "C", "C", "C", "C", "C", "C", "O", "C", "C", "C", "C", "C", "H", "H", "H", "H", "H", "H", "H", "H", "H", "H", "H", "H", "H", "H", "H", "H", "H", "C", "S", "C", "C", "C", "C", "C", "C", "C", "C", "C", "O", "H", "H", "H", "H", "H", "H", "H", "H", "H", "H", "H", "H"],
  "positions_angstrom": [[-6.0465, 3.3308, -1.8078], [-5.9759, 1.8902, -1.8631], [-4.7566, 1.2970, -1.7959], [-4.7404, -0.1228, -1.7699], [-3.5594, -0.7863, -1.5269], [-2.3320, -0.0782, -1.3554], [-1.0972, -0.7627, -1.1341], [0.1084, -0.2140, -1.5510], [1.3433, -0.8268, -1.3850], [2.5786, -0.1340, -1.5098], [3.8171, -0.8379, -1.5672], [5.0138, -0.1697, -1.6637], [5.0268, 1.2506, -1.7149], [6.2479, 1.8420, -1.7720], [6.3266, 3.2820, -1.7819], [3.8101, 1.9759, -1.6651], [2.6174, 1.2872, -1.5378], [-2.3668, 1.3409, -1.4503], [-3.5437, 2.0238, -1.6960], [-7.1151, 3.5395, -1.8058], [-5.5816, 3.7266, -0.8922], [-5.5725, 3.7856, -2.6904], [-5.6872, -0.6470, -1.9102], [-3.5517, -1.8772, -1.4851], [-1.1205, -1.8023, -0.8121], [0.0786, 0.7171, -2.1357], [1.3734, -1.8944, -1.1655], [3.8069, -1.9288, -1.5455], [5.9731, -0.6888, -1.7100], [7.3973, 3.4814, -1.7926], [5.8550, 3.7000, -2.6827], [5.8692, 3.7208, -0.8833], [3.8263, 3.0687, -1.7177], [1.6877, 1.8545, -1.4573], [-1.4451, 1.9100, -1.3072], [-3.5536, 3.1130, -1.7875], [-3.0610, -3.5054, 3.0100], [-2.6349, -2.5714, 1.4911], [-3.8746, -1.2494, 1.6761], [-1.2292, -1.6850, 1.8580], [0.0557, -2.2445, 1.5751], [1.2723, -1.5828, 2.1672], [1.2230, -0.7821, 3.3247], [2.3896, -0.1956, 3.8300], [3.6121, -0.3858, 3.1765], [3.6711, -1.1926, 2.0310], [2.5143, -1.8152, 1.5607], [0.1777, -3.2414, 0.8225], [-3.9945, -4.0402, 2.7931], [-2.2496, -4.2108, 3.2148], [-3.1984, -2.8078, 3.8431], [-4.7980, -1.6314, 1.2251], [-4.0086, -1.0357, 2.7415], [-3.5130, -0.3736, 1.1309], [-1.3625, -0.8319, 2.5235], [0.2646, -0.6333, 3.8235], [2.3349, 0.4048, 4.7401], [4.5214, 0.0702, 3.5686], [4.6152, -1.3498, 1.5075], [2.5606, -2.4763, 0.6939]],
  "gap_ev": 5.63,
  "charge": 1,
  "multiplicity": 1,
  "molar_mass_g_mol": 433.59,
  "lumo_energy_ev": -4.695
}